# 1
{"formula": "C35H25Cl2IrN6O2P", "method": "wB97M-V/def2-TZVPD", "total_charge": 2, "lumo_energy_ev": [-7.0, -7.9], "s2": 0.775, "total_energy_ha": -3193.32001, "multiplicity": 2, "gap_ha": [0.225, 0.202], "species": ["C", "H", "C", "H", "P", "H", "C", "H", "H", "H", "Cl", "Ir", "C", "C", "O", "H", "H", "C", "H", "N", "C", "C", "N", "H", "H", "C", "C", "H", "C", "C", "C", "H", "C", "Cl", "C", "C", "C", "H", "H", "C", "C", "C", "H", "H", "C", "H", "H", "H", "N", "C", "C", "C", "C", "C", "N", "H", "C", "C", "H", "C", "N", "C", "C", "N", "O", "C", "H", "H", "C", "H", "C", "C"], "coordinates": [[4.425, -1.656, 0.125], [-3.605, -4.277, -4.485], [-0.918, 2.684, -2.722], [-4.345, -0.442, -1.284], [-2.062, -1.916, -0.519], [-5.682, -3.321, 2.514], [3.685, 0.261, -1.416], [-6.649, -0.339, -0.406], [5.669, -0.318, -0.857], [-2.536, -2.724, -6.081], [-4.245, 4.827, -2.182], [-0.551, -0.390, 0.295], [-2.431, -2.557, -5.017], [-1.620, -1.948, 4.228], [1.536, 1.508, -2.973], [2.162, -4.512, -2.477], [-1.238, -2.666, 4.940], [3.235, -2.401, 0.388], [5.327, -2.059, 0.570], [0.023, 0.868, -1.309], [1.300, 0.943, -1.934], [-4.637, -1.066, -0.446], [1.893, -0.466, -0.063], [-3.361, -3.406, 1.679], [-3.865, 2.914, -0.179], [-3.715, -1.942, 0.136], [-1.582, -1.249, -3.191], [-1.231, -0.796, -5.256], [-1.705, -1.471, -4.556], [-2.929, -3.214, -2.760], [-3.007, 3.681, -1.960], [-3.430, -3.883, -2.068], [-0.976, -1.783, 3.014], [-1.876, 4.644, -4.234], [-1.923, 3.599, -2.891], [2.365, 0.267, -1.154], [4.627, -0.560, -0.689], [-1.803, -4.221, -0.183], [4.059, 0.908, -2.200], [-2.884, 0.909, 1.377], [-0.936, 1.798, -1.626], [1.976, -1.944, -0.188], [3.262, -3.322, 0.957], [-7.318, -1.796, 1.474], [-6.302, -1.826, 1.105], [-3.256, -1.291, 5.454], [0.177, -5.262, -1.229], [-0.116, -2.373, 2.734], [0.639, -2.286, 0.271], [-2.195, -2.118, -2.292], [-3.054, 2.841, -0.884], [-5.383, -2.688, 1.690], [1.778, -3.905, -1.667], [0.665, -4.327, -0.995], [-1.341, -3.353, 0.070], [-0.113, 2.649, -3.434], [-3.167, -0.247, 3.578], [-2.475, -0.126, 2.395], [2.386, -0.203, 0.788], [-3.039, -3.431, -4.120], [-1.953, 1.023, 0.344], [-4.081, -2.741, 1.218], [2.369, -2.653, -1.408], [-1.399, -0.892, 2.114], [-3.898, 1.545, 1.502], [-2.734, -1.176, 4.514], [-1.013, -0.411, -2.830], [3.181, -2.278, -2.009], [-5.930, -1.011, 0.043], [-4.021, 0.397, 3.743], [0.038, -3.358, -0.162], [-2.035, 1.890, -0.695]]}

***

# 2
{"formula": "C35H25EuN8O3S2", "method": "wB97M-V/def2-TZVPD", "total_charge": -1, "lumo_energy_ev": [2.1, 2.1], "s2": 15.760, "total_energy_ha": -3519.37749, "multiplicity": 8, "gap_ha": [0.178, 0.244], "species": ["N", "C", "H", "H", "H", "H", "C", "C", "H", "C", "N", "C", "N", "C", "H", "C", "N", "N", "H", "C", "C", "H", "C", "H", "H", "C", "N", "C", "H", "Eu", "C", "C", "C", "H", "H", "H", "C", "H", "C", "C", "C", "H", "O", "C", "C", "C", "S", "H", "C", "O", "N", "H", "S", "H", "C", "H", "C", "C", "C", "C", "C", "H", "C", "C", "H", "C", "C", "O", "H", "N", "C", "H", "H", "C"], "coordinates": [[2.242, 0.170, -1.595], [0.168, 2.628, 2.397], [0.468, 3.274, 6.186], [-4.358, -4.428, -3.595], [-3.631, -2.193, 0.736], [-0.576, -1.117, 4.896], [-4.924, -3.488, -0.392], [-2.872, -2.533, -1.215], [0.808, -4.244, 4.003], [-0.531, -4.956, 2.492], [1.621, -2.478, -0.117], [-1.666, -1.734, -0.950], [2.037, -3.876, -3.412], [-0.478, -0.571, 2.849], [-0.868, 1.692, -3.693], [0.944, -3.359, 0.751], [2.684, -1.523, -3.271], [-0.027, -0.855, 4.093], [-0.308, -4.151, -0.785], [-3.812, -2.700, -0.199], [-4.203, -3.956, -2.637], [2.468, 2.764, 4.850], [-1.462, 2.098, -2.881], [-1.728, 3.562, 5.083], [2.291, 2.339, 2.421], [-5.117, -4.113, -1.616], [-0.108, 2.352, 1.088], [2.398, -0.670, -2.408], [-1.628, -5.554, 0.741], [0.212, 0.089, -0.517], [3.953, -0.529, 3.246], [1.505, 2.813, 4.366], [-3.061, -3.183, -2.439], [-2.929, 2.833, -4.247], [4.445, -1.113, 5.246], [-5.994, -4.720, -1.778], [0.377, 3.130, 5.120], [-1.522, -0.594, 2.589], [1.418, 2.571, 3.011], [-2.632, 2.762, -3.212], [2.973, -0.262, 2.313], [-3.608, 3.725, -0.130], [-2.265, -0.578, -3.478], [-1.023, 1.923, -1.557], [1.290, -3.436, 2.097], [-0.092, -4.157, 0.274], [-1.272, -1.630, -3.441], [-4.367, 3.796, -2.488], [-1.837, 2.590, -0.586], [-1.508, -1.209, 0.186], [0.484, -0.302, 2.004], [2.582, -2.325, 0.183], [-2.335, 3.182, 2.124], [3.194, 0.039, 1.295], [-0.856, 3.280, 4.516], [-1.109, -5.553, 3.182], [-1.344, 2.635, 0.769], [-3.439, 3.309, -2.225], [-0.830, -4.942, 1.139], [2.322, -2.760, -3.344], [-0.946, 3.046, 3.156], [1.601, -2.832, -1.075], [0.540, -4.212, 2.959], [-3.026, 3.256, -0.914], [4.991, -0.456, 2.964], [1.651, -0.411, 2.725], [1.342, -0.769, 4.054], [-2.160, -3.078, -3.435], [2.145, -2.881, 2.456], [-0.726, -1.594, -1.872], [3.640, -0.901, 4.559], [2.095, -1.273, 6.009], [-5.651, -3.613, 0.396], [2.334, -1.005, 4.993]]}

***

# 3
{"formula": "C35H25FN4O2Ru", "method": "wB97M-V/def2-TZVPD", "total_charge": -1, "lumo_energy_ev": [2.4, 2.3], "s2": 0.758, "total_energy_ha": -1913.13868, "multiplicity": 2, "gap_ha": [0.235, 0.236], "species": ["C", "H", "H", "C", "H", "H", "H", "C", "C", "C", "C", "C", "C", "H", "H", "C", "H", "H", "H", "C", "Ru", "C", "C", "O", "C", "F", "H", "H", "C", "H", "C", "C", "H", "H", "H", "H", "H", "C", "C", "C", "N", "H", "C", "C", "H", "C", "C", "O", "H", "C", "C", "H", "N", "C", "C", "C", "N", "C", "C", "C", "N", "C", "C", "H", "C", "C", "H", "H"], "coordinates": [[-0.271, -2.694, 0.448], [0.807, 1.906, -5.864], [1.415, -0.472, -5.363], [-1.528, 0.088, 1.528], [-3.037, 0.154, 3.062], [0.354, 3.445, -3.909], [-1.128, -0.165, -2.511], [-2.280, 0.192, -0.731], [-1.591, -2.988, 0.101], [1.196, 0.231, -4.571], [-2.853, 0.184, 1.994], [0.605, 2.401, -3.788], [-3.623, 0.314, -0.267], [-0.574, 5.362, 2.973], [-3.507, -3.752, 0.743], [0.662, 1.914, -2.490], [-5.696, 0.500, -0.812], [-0.757, -0.027, 2.280], [-0.420, -3.801, 3.682], [0.814, 2.305, 3.464], [0.867, 0.134, -0.177], [-2.478, -3.549, 1.008], [0.862, 1.551, -4.843], [2.791, 0.049, 3.456], [3.321, -0.660, 1.246], [-2.895, -4.384, 3.180], [6.064, -2.605, 0.964], [1.457, -1.217, -3.003], [0.660, -1.990, -0.471], [4.529, -1.611, 2.707], [2.455, 0.044, 2.277], [0.282, 3.560, 3.751], [3.642, -0.669, -1.997], [5.602, -2.086, -1.440], [-0.402, 4.646, 0.604], [1.654, -2.446, -0.365], [-5.304, 0.317, -3.237], [-3.161, 0.070, -3.012], [3.881, -0.908, -0.967], [-3.889, 0.327, 1.120], [1.443, 0.690, 1.668], [-1.946, -2.736, -0.893], [5.223, -1.983, 0.683], [-2.031, -3.832, 2.280], [1.148, -2.770, 2.054], [1.227, -0.192, -3.258], [0.889, 1.896, 2.142], [0.137, 4.029, -1.546], [-2.981, -0.067, -4.072], [-0.074, 3.999, 1.402], [0.449, 2.748, 1.093], [0.349, -2.159, -1.510], [3.070, -0.398, -0.046], [-1.177, 0.141, 0.193], [0.133, -3.007, 1.750], [-2.115, 0.036, -2.133], [0.605, 2.200, -0.179], [-4.690, 0.380, -1.199], [-0.157, 4.390, 2.735], [0.423, 2.848, -1.325], [0.942, 0.616, -2.227], [-4.475, 0.271, -2.542], [-0.734, -3.573, 2.672], [1.162, 1.648, 4.246], [4.971, -1.700, -0.651], [4.388, -1.450, 1.648], [-4.913, 0.424, 1.463], [0.208, 3.880, 4.784]]}

***

# 4
{"formula": "C35H26BN7O4RhS", "method": "wB97M-V/def2-TZVPD", "total_charge": 1, "lumo_energy_ev": [-2.6, -5.5], "s2": 6.089, "total_energy_ha": -2567.02826, "multiplicity": 5, "gap_ha": [0.191, 0.197], "species": ["C", "C", "N", "C", "H", "H", "H", "C", "O", "C", "C", "H", "C", "C", "H", "H", "N", "C", "C", "C", "C", "C", "O", "H", "C", "H", "C", "C", "H", "H", "H", "N", "H", "C", "H", "H", "C", "H", "H", "H", "C", "N", "C", "H", "C", "C", "N", "O", "H", "H", "C", "O", "B", "C", "C", "Rh", "C", "C", "C", "C", "C", "C", "C", "H", "H", "C", "N", "H", "H", "C", "S", "H", "C", "H", "N"], "coordinates": [[-2.092, 1.350, 0.268], [3.376, 1.805, 1.965], [2.696, 2.465, 0.944], [-3.237, -0.385, 3.536], [-3.050, 2.236, 2.018], [-5.352, 0.938, 5.818], [2.910, -3.560, -4.832], [-2.304, 0.640, 3.526], [-0.152, 1.778, 2.657], [4.120, 2.496, 2.910], [2.746, -0.372, -3.657], [4.425, -2.383, -6.429], [-3.531, 1.860, 5.173], [0.775, -3.247, 0.361], [3.757, -1.361, 3.111], [-2.487, -1.614, -2.130], [1.603, 0.551, 0.219], [-3.756, 3.116, 0.217], [-4.484, 0.851, 5.177], [-3.672, 3.141, -1.188], [-2.799, 2.289, -1.897], [2.394, -0.229, 1.071], [-0.203, -0.695, 2.758], [1.250, -4.000, 0.974], [-1.986, 1.387, -1.153], [5.324, 2.317, 4.663], [3.882, -0.289, 3.061], [3.941, -1.828, -5.637], [-1.762, 1.313, -4.986], [-2.568, -5.847, -1.427], [5.099, -0.136, 4.805], [-1.354, 0.412, 0.899], [-4.440, 3.787, 0.719], [-0.379, -3.469, -0.388], [-5.087, -1.050, 4.394], [4.838, 0.022, -6.229], [-2.661, -3.742, -1.894], [-0.495, -5.591, -0.067], [3.767, 1.358, -4.418], [4.203, 3.575, 2.861], [4.620, 0.401, 3.998], [-0.964, -2.350, -0.969], [-1.833, 1.366, -3.908], [-3.297, 2.980, -3.882], [-2.431, 1.760, 4.335], [-0.965, -4.745, -0.549], [2.246, -1.547, 1.060], [2.025, 0.115, -2.586], [1.211, 2.436, -0.494], [-1.676, 2.531, 4.283], [4.178, -0.463, -5.523], [1.620, -2.119, -2.786], [1.333, -0.974, -2.075], [4.743, 1.788, 3.920], [-2.064, -2.509, -1.693], [0.078, -0.672, -0.520], [2.504, -1.736, -3.776], [-1.091, 0.523, -3.146], [3.584, 0.297, -4.520], [3.261, 0.409, 2.021], [-2.699, 2.298, -3.295], [-2.103, -4.880, -1.299], [1.786, 1.837, 0.201], [-3.100, -1.249, 2.899], [-3.553, -3.812, -2.499], [-4.338, -0.270, 4.369], [1.239, -1.947, 0.361], [2.709, 3.473, 0.943], [-3.647, 2.720, 5.819], [-2.991, 2.259, 0.942], [-0.878, 0.541, 2.475], [-0.458, -0.221, -3.611], [3.096, -2.498, -4.758], [-4.289, 3.831, -1.750], [-1.108, 0.538, -1.762]]}

***

# 5
{"formula": "C35H26CoN4P2S4", "method": "wB97M-V/def2-TZVPD", "total_charge": -2, "lumo_energy_ev": [4.2, 4.2], "s2": 3.770, "total_energy_ha": -5226.74407, "multiplicity": 4, "gap_ha": [0.241, 0.244], "species": ["H", "S", "H", "C", "C", "H", "C", "H", "C", "C", "C", "H", "C", "C", "C", "C", "Co", "C", "C", "C", "H", "C", "N", "H", "C", "C", "H", "H", "C", "H", "H", "H", "C", "H", "S", "C", "H", "P", "H", "C", "C", "C", "S", "C", "H", "N", "H", "H", "C", "C", "H", "H", "N", "C", "H", "C", "H", "H", "C", "H", "C", "N", "C", "H", "S", "C", "P", "H", "C", "C", "C", "C"], "coordinates": [[-6.776, -0.949, -1.387], [1.359, -1.370, 3.111], [-5.267, -0.872, -3.351], [-2.953, 3.317, -0.509], [-3.620, -0.066, -2.248], [-0.337, 2.263, -2.238], [3.330, 1.276, 1.232], [-2.965, -0.085, -3.109], [2.783, -2.436, -1.811], [1.886, -4.593, -0.318], [-1.763, 2.649, -0.225], [1.757, 1.580, -1.093], [2.596, -4.812, -1.492], [1.251, 0.284, 3.482], [-0.865, 4.716, 0.669], [-3.095, 4.666, -0.212], [-0.364, -0.382, 1.062], [1.786, 0.563, -1.499], [3.045, -3.733, -2.235], [-0.581, 1.200, -2.244], [-0.054, 5.247, 1.153], [3.242, -0.027, 0.739], [-5.330, -3.763, 1.146], [-2.176, 6.419, 0.615], [0.697, 0.414, -2.569], [-2.054, 5.368, 0.379], [6.538, 1.280, 2.304], [-5.950, -0.208, 0.823], [2.123, 2.365, 4.468], [1.509, -5.432, 0.254], [0.202, 2.865, 0.603], [2.794, -5.824, -1.824], [4.508, 1.745, 1.791], [-1.316, 1.036, -3.034], [-0.071, 1.164, 2.782], [-5.305, -0.155, -0.045], [4.553, 2.751, 2.189], [1.652, -0.546, -0.015], [0.468, -0.640, -2.725], [2.073, -2.210, -0.638], [4.355, -0.858, 0.837], [-5.768, -0.567, -1.286], [-1.306, -1.828, -1.460], [5.534, -0.386, 1.394], [6.393, -1.042, 1.468], [4.215, -0.149, 5.399], [2.455, 1.917, 1.205], [-3.622, 0.581, 1.066], [2.185, 0.960, 4.276], [-4.924, -0.522, -2.385], [1.056, -3.131, 1.011], [1.083, 0.803, -3.516], [2.127, 3.512, 4.617], [5.617, 0.916, 1.864], [-4.026, 5.173, -0.437], [-3.148, 0.353, -1.011], [3.134, -1.603, -2.408], [2.781, 0.426, -1.927], [-4.002, 0.292, 0.092], [3.595, -3.901, -3.154], [3.294, 0.317, 4.879], [-4.158, -3.717, -2.978], [-3.849, -3.424, -1.904], [4.296, -1.880, 0.489], [-1.955, -2.053, 1.401], [-2.352, -2.404, -0.237], [-1.437, 0.859, -0.621], [-3.776, 2.786, -0.968], [-0.722, 3.373, 0.359], [-4.493, -3.464, 0.407], [1.628, -3.302, 0.107], [-3.520, -3.104, -0.560]]}

***

# 6
{"formula": "C35H26IrN4P2SSe2", "method": "wB97M-V/def2-TZVPD", "total_charge": 1, "lumo_energy_ev": [-3.0, -5.8], "s2": 6.019, "total_energy_ha": -7556.15615, "multiplicity": 5, "gap_ha": [0.253, 0.152], "species": ["C", "C", "C", "N", "H", "C", "C", "P", "C", "H", "N", "H", "H", "H", "C", "C", "H", "C", "N", "H", "C", "C", "H", "H", "H", "H", "C", "C", "C", "C", "H", "C", "H", "C", "P", "C", "H", "N", "S", "H", "C", "H", "H", "C", "C", "C", "H", "H", "H", "H", "C", "Se", "C", "C", "C", "H", "C", "Se", "H", "C", "C", "H", "H", "C", "C", "C", "Ir", "C", "H", "C", "C"], "coordinates": [[0.193, 4.567, 5.086], [3.143, 2.413, 4.350], [-2.205, -0.494, -1.715], [-0.406, 1.056, -1.813], [0.604, 3.573, 4.997], [-1.636, 2.478, 3.142], [4.035, 4.415, 3.360], [1.007, 1.003, 3.168], [0.905, 0.003, 4.664], [-1.331, 8.079, 5.489], [-0.960, 1.384, 1.373], [4.770, 5.209, 3.359], [-1.937, 3.022, -4.733], [0.615, -3.247, 5.562], [-0.306, 2.875, -3.339], [-3.701, -2.280, -0.935], [1.056, 1.652, 6.044], [0.465, 6.910, 5.507], [-2.111, 1.946, 1.081], [0.954, 0.236, 8.033], [-1.178, 4.748, 4.940], [-0.902, 7.093, 5.371], [-2.322, -2.961, 0.558], [-2.799, 6.156, 5.006], [-3.335, 5.102, 2.712], [4.828, 3.480, 5.121], [-0.594, 1.675, 2.660], [2.160, 2.379, 3.367], [-3.874, 3.844, 4.375], [-1.662, -1.224, -0.655], [-3.078, 1.004, -3.837], [-1.581, 0.655, -2.344], [1.103, 7.754, 5.736], [-5.416, 5.260, 3.196], [-2.191, 3.260, 4.687], [3.064, 4.369, 2.367], [1.148, 2.405, -1.829], [-2.527, 2.601, 2.123], [-3.782, -1.056, -2.137], [0.734, -1.838, 3.555], [0.777, -1.381, 4.534], [0.224, 3.745, -3.699], [-4.538, -2.948, -0.800], [-2.144, 1.349, -3.415], [0.712, -2.175, 5.664], [-6.184, 3.906, 5.031], [-6.982, 3.570, 5.679], [3.192, 1.638, 5.104], [3.041, 5.123, 1.592], [-7.443, 5.211, 3.891], [-2.539, -2.258, -0.234], [-2.042, 1.926, 6.337], [2.127, 3.352, 2.368], [-6.440, 4.827, 4.028], [0.209, 2.136, -2.294], [0.742, -2.218, 7.808], [0.911, -0.222, 7.054], [1.882, -0.222, 1.571], [-5.621, 5.978, 2.412], [0.969, 0.582, 5.928], [-4.132, 4.772, 3.365], [-4.688, 2.698, 5.992], [2.081, 5.490, 5.486], [-1.730, 6.014, 5.093], [-1.506, 2.467, -3.911], [-4.898, 3.414, 5.208], [-0.094, -0.111, 0.103], [1.017, 5.643, 5.366], [1.366, 3.308, 1.597], [4.072, 3.443, 4.348], [0.784, -1.596, 6.924]]}